{"formula": "C38H77F4O29P4", "method": "wB97M-V/def2-TZVPD", "charge": -1, "relative_energy_kj_mol": 255.15, "lumo_ev": 1.7, "multiplicity": 1, "fmax_ev_per_a": 7.43, "elements": ["C", "C", "O", "H", "H", "H", "H", "H", "C", "C", "O", "C", "O", "O", "F", "H", "H", "H", "C", "C", "O", "C", "O", "O", "F", "H", "H", "H", "C", "C", "O", "C", "O", "O", "F", "H", "H", "H", "C", "C", "O", "C", "O", "O", "F", "H", "H", "H", "C", "C", "O", "P", "O", "O", "C", "C", "O", "C", "C", "H", "H", "H", "H", "H", "H", "H", "H", "H", "H", "H", "H", "H", "H", "H", "C", "C", "O", "P", "O", "O", "C", "C", "O", "C", "C", "H", "H", "H", "H", "H", "H", "H", "H", "H", "H", "H", "H", "H", "H", "H", "C", "C", "O", "P", "O", "O", "C", "C", "O", "C", "C", "H", "H", "H", "H", "H", "H", "H", "H", "H", "H", "H", "H", "H", "H", "H", "C", "C", "O", "P", "O", "O", "C", "C", "O", "C", "C", "H", "H", "H", "H", "H", "H", "H", "H", "H", "H", "H", "H", "H", "H", "H"], "positions_angstrom": [[19.1400, -29.9092, 2.1941], [19.6468, -28.5256, 2.4754], [20.4715, -28.3121, 3.5934], [18.3039, -29.9615, 1.4967], [18.8519, -30.4088, 3.1191], [19.9137, -30.5680, 1.7999], [18.7329, -27.9382, 2.5633], [20.2654, -28.1653, 1.6534], [24.6435, -31.7080, 5.5533], [24.2743, -32.3351, 4.2412], [23.1314, -33.0684, 4.5048], [23.2054, -33.4424, 5.8426], [22.6058, -34.3011, 6.4261], [24.0905, -32.5983, 6.4475], [25.2923, -33.1545, 3.8699], [24.0502, -30.7955, 5.6127], [25.7056, -31.4974, 5.6785], [24.0472, -31.5607, 3.5085], [26.1428, -26.1429, 2.2093], [25.7550, -24.7835, 2.5520], [26.2220, -24.0600, 1.4244], [27.1931, -24.7428, 0.9008], [27.9363, -24.3212, -0.0445], [27.2856, -25.9442, 1.4536], [26.4865, -24.3279, 3.6663], [25.3112, -26.4928, 1.5975], [26.2603, -26.7817, 3.0846], [24.6945, -24.8236, 2.8007], [20.6610, -28.2266, 9.5094], [19.5262, -29.1283, 9.2452], [18.5037, -28.5927, 10.0581], [19.0898, -27.9611, 11.1100], [18.5091, -27.4103, 12.0889], [20.3960, -27.9652, 10.8874], [19.7517, -30.3549, 9.7284], [20.5634, -27.3326, 8.8935], [21.6460, -28.6710, 9.3671], [19.2319, -29.2111, 8.1990], [22.7953, -30.0472, -3.3270], [23.1272, -29.1795, -4.5759], [24.4990, -29.5129, -4.7423], [25.0747, -29.9653, -3.5769], [26.2291, -30.2056, -3.3811], [24.0574, -30.2750, -2.7008], [22.9811, -27.8737, -4.4332], [22.5154, -31.0394, -3.6811], [22.0367, -29.6530, -2.6508], [22.5576, -29.5307, -5.4363], [20.2431, -21.3990, 13.2618], [19.1192, -22.0341, 12.6457], [18.7439, -21.2491, 11.5655], [17.6073, -21.8057, 10.5244], [17.0020, -20.8123, 9.6575], [18.4121, -22.9381, 9.7255], [19.0231, -22.5419, 8.5228], [18.0017, -22.9018, 7.4113], [16.5459, -22.6137, 11.4796], [15.4210, -23.3020, 10.9119], [14.1889, -22.4037, 10.8676], [20.7422, -22.1537, 13.8697], [20.8986, -20.9464, 12.5177], [19.9600, -20.6329, 13.9836], [19.3777, -22.9960, 12.2029], [18.2101, -22.0709, 13.2458], [19.3057, -21.4903, 8.5705], [19.9117, -23.1518, 8.3600], [18.4051, -23.1046, 6.4192], [17.5632, -23.8660, 7.6682], [17.1625, -22.2064, 7.3932], [15.7576, -23.5489, 9.9050], [15.0579, -24.2124, 11.3887], [13.4272, -22.8614, 10.2363], [13.9226, -22.2114, 11.9069], [14.4058, -21.4206, 10.4499], [14.4312, -25.9962, -3.4934], [14.9379, -25.4394, -2.1010], [13.7307, -25.1338, -1.3963], [12.8179, -23.8200, -1.7259], [13.5077, -22.7067, -2.3975], [11.5280, -24.3780, -2.5357], [11.4615, -24.1330, -3.9397], [10.6783, -25.2593, -4.5543], [12.1252, -23.5102, -0.2736], [12.7485, -22.6578, 0.6357], [12.1094, -21.3177, 0.5899], [15.3317, -26.4788, -3.8733], [13.6382, -26.7182, -3.2987], [14.1704, -25.1650, -4.1484], [15.6309, -26.1865, -1.7140], [15.5574, -24.5434, -2.1402], [10.8792, -23.2232, -4.0855], [12.4105, -23.8980, -4.4216], [9.6595, -25.3505, -4.1777], [10.5215, -25.0893, -5.6195], [11.1764, -26.2142, -4.3866], [12.4177, -23.0486, 1.5980], [13.8257, -22.5836, 0.4863], [12.0313, -20.9301, -0.4258], [11.0990, -21.3594, 0.9967], [12.6809, -20.6099, 1.1903], [12.2138, -28.7747, 6.6264], [11.6592, -29.4615, 7.8849], [10.9435, -30.6281, 7.5596], [9.9146, -31.2745, 8.6447], [9.8072, -32.7593, 8.5826], [10.2124, -30.5045, 10.0489], [9.3832, -30.4642, 11.1915], [8.4249, -29.2846, 11.1950], [8.5791, -30.5233, 8.1445], [7.3384, -31.1274, 8.3217], [6.3680, -30.6536, 7.2426], [12.4900, -27.7605, 6.9150], [13.0967, -29.2508, 6.1998], [11.4753, -28.8291, 5.8266], [12.5091, -29.6824, 8.5307], [10.9708, -28.8278, 8.4440], [8.8966, -31.4393, 11.1713], [10.0729, -30.3898, 12.0323], [7.6152, -29.3547, 11.9214], [8.9940, -28.4476, 11.5995], [8.0538, -29.1014, 10.1866], [7.4251, -32.2136, 8.3465], [7.0395, -30.8969, 9.3443], [5.4618, -31.2523, 7.3354], [6.0828, -29.6026, 7.2882], [6.7695, -31.0561, 6.3127], [16.6533, -34.3499, 4.5012], [15.8036, -35.1379, 3.5565], [15.8399, -34.4924, 2.3316], [15.7540, -35.2817, 0.9527], [14.3953, -35.7815, 0.7306], [16.2855, -34.1526, -0.1287], [16.1541, -34.3648, -1.5920], [17.3250, -34.9531, -2.3604], [16.8686, -36.4235, 0.9967], [18.2209, -36.0647, 1.1380], [18.9498, -37.0031, 2.0189], [16.3328, -33.3163, 4.6317], [16.5914, -34.7523, 5.5123], [17.6896, -34.2839, 4.1696], [16.1679, -36.1614, 3.4684], [14.7865, -35.1940, 3.9442], [15.2380, -34.9313, -1.7591], [15.9282, -33.4097, -2.0661], [17.0416, -34.9840, -3.4125], [18.3005, -34.4797, -2.2494], [17.4833, -35.9945, -2.0799], [18.7146, -35.9680, 0.1711], [18.2774, -35.0631, 1.5644], [19.9343, -36.5740, 2.2052], [18.6286, -37.0650, 3.0587], [19.0875, -38.0349, 1.6957]], "atomic_forces_ev_per_a": [[0.45, -1.45, 0.14], [1.53, 1.12, 1.78], [-0.75, -0.91, -0.39], [-0.20, 0.22, -0.13], [-0.30, 0.18, 0.26], [0.34, -0.05, -0.21], [-0.48, 0.75, -0.21], [-0.40, 0.14, -1.15], [-0.92, 1.30, -0.91], [0.18, 1.41, -0.26], [-0.08, -1.08, 0.94], [-0.15, 0.01, 0.77], [0.61, 1.16, -1.35], [-0.29, -1.74, 1.70], [0.25, -0.54, -0.72], [0.30, 0.44, 0.14], [-0.14, -0.41, 0.16], [0.14, -0.51, -0.50], [-0.95, -1.08, 0.51], [0.41, 0.62, 1.58], [-2.45, 1.40, 1.51], [4.89, 1.20, -5.46], [-3.16, -1.82, 4.20], [1.47, -1.01, -0.72], [-0.74, -0.08, -0.78], [0.14, -0.62, -0.24], [0.36, 0.01, -0.25], [-0.04, 1.35, -0.32], [0.30, 0.06, 0.11], [-0.96, -0.09, -0.92], [-0.89, 0.49, 0.17], [-2.31, 2.13, 2.93], [2.33, -2.67, -4.18], [1.44, 1.22, 0.97], [0.53, -1.45, 0.23], [0.08, 0.21, 0.20], [-0.20, -0.03, 0.25], [-0.34, 0.16, 0.14], [0.32, -0.18, -0.68], [0.46, -2.66, 0.85], [0.44, 0.59, -0.17], [-0.64, -1.17, 0.50], [-1.29, 0.71, -0.48], [0.77, 0.97, -0.05], [-0.10, 1.23, 0.32], [-0.54, 0.11, -0.13], [0.36, 0.15, 0.06], [0.23, 0.24, -0.18], [1.85, 0.78, 2.06], [-1.85, -1.51, -0.78], [-2.67, 1.22, -3.12], [0.39, -1.03, 1.71], [-0.09, 0.68, -0.18], [-0.69, -0.08, 1.87], [-0.49, -0.51, -2.07], [0.06, -0.15, 0.21], [1.52, 0.33, 0.23], [-0.50, 0.87, -1.90], [0.86, 0.59, 0.07], [0.51, 0.07, -0.12], [0.18, -0.26, 0.11], [-0.13, 0.26, -0.20], [-0.01, -0.49, 0.60], [0.38, -0.69, 0.63], [-0.05, 0.00, -0.25], [0.08, 0.05, 0.36], [0.27, 0.62, -0.01], [0.08, -0.12, 0.32], [0.24, 0.20, -0.18], [-0.42, -0.39, -0.19], [1.19, -0.08, 0.66], [-0.25, -0.10, 0.46], [-0.66, -0.21, -0.09], [0.22, -0.09, -0.21], [2.05, 0.80, 1.31], [-0.90, 0.19, -2.42], [-0.59, 0.98, 1.12], [-0.58, -0.82, 1.05], [-0.01, -0.44, 0.34], [1.55, 0.28, 1.13], [-1.24, 0.74, -0.44], [-0.06, -0.49, -0.44], [0.22, -1.68, -3.27], [-0.23, 0.45, 1.10], [-0.39, 1.24, -0.28], [-0.30, -0.30, -0.64], [0.05, 0.16, -0.21], [-0.30, -0.26, -0.01], [-0.98, -0.27, 1.17], [-0.20, 0.19, -0.52], [-0.04, 0.24, 0.14], [0.21, -0.54, 0.29], [0.13, 0.19, 0.49], [0.40, -0.05, -0.16], [0.01, -0.04, -0.18], [1.02, -0.38, 0.26], [0.03, -0.31, 0.22], [0.18, 0.03, -0.05], [-0.03, -0.03, -0.01], [0.00, 0.07, 0.03], [-0.44, -0.55, 0.24], [0.84, 1.15, -0.16], [-0.80, -1.77, 1.52], [-0.20, 0.17, -1.08], [0.32, 2.00, 0.65], [1.34, -0.26, -2.29], [-0.63, -0.99, 0.14], [0.60, 0.29, 0.33], [1.47, 0.05, -0.24], [-1.31, -0.25, 0.71], [-0.04, -1.47, 0.53], [-0.16, 0.09, -0.32], [0.08, -0.21, 0.39], [-0.18, 0.52, 0.10], [-0.09, -0.23, 0.23], [0.24, 0.46, -0.17], [-0.39, 0.02, 0.71], [-0.18, -0.25, 0.07], [-0.17, -0.59, -0.20], [0.00, 0.42, -0.61], [-0.06, 0.22, 0.22], [0.10, -0.11, -0.52], [-0.66, 0.31, 0.07], [-0.29, 0.13, 0.33], [0.46, -0.07, -0.30], [0.14, 0.90, -0.36], [0.38, 0.54, 0.84], [-0.07, -0.59, 1.41], [0.65, 0.87, -2.45], [-0.69, 1.14, -0.82], [0.47, -0.41, -0.50], [0.09, -1.22, 0.19], [-0.62, 0.39, 0.38], [0.07, -1.01, 0.67], [-1.22, -0.06, -0.39], [0.59, 0.97, 0.15], [1.29, -0.54, 1.36], [-0.31, 0.03, -0.40], [0.25, -0.34, -0.03], [0.06, -0.25, 0.07], [0.08, -0.13, -0.01], [-0.21, 0.03, -0.24], [0.15, -0.40, 0.10], [0.12, 0.42, 0.68], [0.03, 0.22, -0.05], [-0.28, 0.47, 0.08], [-0.03, -0.16, 0.09], [-0.19, -0.29, -0.24], [0.05, 0.12, 0.16], [0.38, -0.07, -0.49], [-0.87, 0.13, -0.09], [-0.19, 0.15, -0.44]], "mulliken_charge": [-0.7162, -0.3649, -0.9108, 0.2931, 0.2214, 0.2328, 0.1511, 0.1160, -0.4653, 0.2690, -0.2702, 0.6312, -0.5179, -0.3353, -0.3005, 0.3221, 0.3020, 0.3571, -0.4459, 0.2264, -0.2765, 0.6510, -0.6134, -0.2880, -0.3004, 0.3188, 0.3411, 0.3850, -0.3785, 0.2214, -0.2913, 0.7081, -0.6071, -0.3256, -0.2880, 0.2600, 0.2968, 0.4026, -0.4291, 0.3364, -0.3269, 0.6539, -0.4962, -0.3251, -0.2655, 0.2677, 0.3495, 0.2329, -1.2840, 0.1328, -0.3070, 0.6699, -0.7487, -0.0580, -0.3199, -1.0729, -0.2916, -0.1144, -1.1317, 0.3767, 0.3129, 0.3131, 0.1900, 0.2433, 0.3301, 0.3250, 0.4064, 0.2719, 0.2670, 0.1578, 0.3599, 0.3705, 0.3015, 0.2965, -0.8319, -0.3598, -0.3120, 0.8829, -0.6879, -0.3508, -0.2236, -1.1914, -0.3226, -0.2390, -1.0663, 0.4420, 0.1962, 0.1726, 0.3780, 0.2832, 0.3478, 0.3576, 0.3022, 0.3851, 0.2659, 0.2791, 0.3614, 0.3006, 0.2793, 0.3508, -1.2393, 0.0117, -0.2915, 0.7889, -0.7446, -0.2477, -0.2775, -1.0727, -0.2051, -0.2870, -1.2897, 0.3592, 0.3082, 0.3204, 0.2701, 0.2419, 0.3284, 0.3264, 0.3190, 0.3525, 0.2988, 0.4036, 0.3030, 0.3921, 0.3150, 0.3160, -1.2572, -0.1255, -0.1973, 0.7803, -0.7594, -0.2742, -0.3481, -1.0394, -0.2878, 0.0597, -1.4035, 0.3258, 0.3818, 0.2869, 0.2733, 0.3378, 0.3531, 0.3406, 0.3722, 0.2839, 0.2720, 0.2700, 0.2822, 0.3962, 0.3212, 0.3501]}